A 3-piece molecular cluster, C36H66IN3O5P overall at a distorted geometry, computed with ωB97M-V/def2-TZVPD.

Geometry as XYZ:
```
112
Properties=species:S:1:pos:R:3
C -1.3386 1.5305 -2.9743
C -1.0534 0.6896 -4.3378
O -1.7522 -0.5895 -4.2582
C -0.8408 -1.6849 -4.0991
N -0.3129 -1.8549 -2.7003
C -0.9824 -2.9321 -1.8870
C -2.5980 -2.9294 -1.9964
C -3.2717 -3.0561 -0.5295
C -4.2551 -4.1807 -0.1283
C -4.7955 -4.1968 1.3387
C -4.4178 -3.1578 2.4127
C -3.4635 -2.0063 1.9939
C -2.9590 -0.8402 2.9770
C -2.9274 -1.9922 0.5479
C -0.4195 -4.4170 -2.1846
O 1.0392 -4.5110 -2.0281
C 1.5394 -3.5723 -3.0402
C 3.0655 -3.8331 -3.4482
I 3.0347 -5.6443 -4.7179
C 4.0880 -3.9355 -2.2127
C 5.4133 -4.7169 -2.7563
C 1.1953 -2.0573 -2.6334
P 1.9098 -1.4812 -0.9773
O 1.6521 -2.4225 0.2101
H -2.1362 0.9897 -2.3430
H -0.4106 1.6443 -2.3197
H -1.7470 2.5741 -3.2224
H 0.0672 0.6014 -4.5356
H -1.5019 1.2841 -5.2004
H -1.3931 -2.6286 -4.4698
H 0.0090 -1.5225 -4.8670
H -0.5008 -0.9521 -2.2067
H -0.7093 -2.7165 -0.7834
H -3.0094 -1.9356 -2.4185
H -2.9587 -3.8137 -2.6443
H -4.5724 -4.9853 -0.8834
H -5.5018 -5.0466 1.6296
H -4.8092 -3.2043 3.4922
H -2.2183 -1.1977 3.7645
H -2.3860 -0.0809 2.3217
H -3.8725 -0.3055 3.4209
H -2.2143 -1.1381 0.2456
H -0.7873 -4.8561 -3.1750
H -0.8495 -5.0999 -1.3590
H 0.9088 -3.8053 -3.9848
H 3.3872 -2.9386 -4.1041
H 3.6659 -4.4351 -1.2810
H 4.4663 -2.8699 -1.9679
H 6.3088 -4.3989 -2.1085
H 5.2937 -5.8458 -2.6811
H 5.6479 -4.3492 -3.8224
H 1.6455 -1.3669 -3.4414
H 3.3359 -1.2783 -1.0629
H 1.3606 -0.1644 -0.6907
C -4.4320 3.8063 7.3692
C -4.6909 3.5267 5.8602
C -5.6929 4.5532 5.2802
C -7.1339 4.3096 5.7009
C -7.5483 2.8811 5.3719
C -6.5939 1.8301 5.9787
N -5.1497 2.1117 5.6835
O -4.9237 1.7650 4.3892
C -6.8314 1.7702 7.5074
C -7.0285 0.4259 5.4863
C -3.3192 3.8090 5.1892
H -4.9723 4.6898 7.7208
H -4.6977 2.9729 8.0169
H -3.3717 3.9750 7.5774
H -5.6495 4.5331 4.1842
H -5.4002 5.5679 5.5721
H -7.2612 4.5155 6.7681
H -7.7912 5.0069 5.1727
H -8.5696 2.7106 5.7289
H -7.5857 2.7671 4.2817
H -6.1055 1.1116 7.9929
H -7.8253 1.3702 7.7319
H -6.7918 2.7471 7.9898
H -7.0448 0.3480 4.3964
H -8.0428 0.1924 5.8242
H -6.3653 -0.3515 5.8774
H -2.5625 3.0897 5.5165
H -2.9645 4.8098 5.4533
H -3.3700 3.7793 4.0972
C 8.1200 2.6142 -3.7938
C 6.8814 2.7312 -2.8584
C 7.1985 2.1520 -1.4590
C 7.2407 0.6319 -1.4191
C 5.9498 0.0511 -1.9826
C 5.6311 0.5743 -3.4000
N 5.7022 2.0674 -3.5014
O 4.5795 2.5673 -2.9199
C 6.6112 -0.0839 -4.4014
C 4.2472 0.0261 -3.8303
C 6.6944 4.2625 -2.6795
H 8.9835 2.1842 -3.2783
H 7.9350 2.0204 -4.6871
H 8.4310 3.5873 -4.1833
H 6.4434 2.4911 -0.7389
H 8.1539 2.5475 -1.0981
H 8.1086 0.2581 -1.9706
H 7.3662 0.2971 -0.3851
H 6.0207 -1.0428 -1.9932
H 5.1261 0.2950 -1.2994
H 6.4892 0.3348 -5.4043
H 6.4246 -1.1603 -4.4799
H 7.6567 0.0124 -4.1091
H 3.4502 0.2977 -3.1312
H 4.2562 -1.0682 -3.8722
H 3.9708 0.3888 -4.8248
H 6.4209 4.7412 -3.6243
H 7.6238 4.7214 -2.3298
H 5.9311 4.5102 -1.9368
```

Summary:
2S+1: 3
charge: +1
LUMO energy (alpha / beta): -2.3 / -2.4 eV
expectation value of S²: 2.009
electronic energy: -70482.5735 eV
HOMO-LUMO gap (alpha / beta): 8.04 / 8.39 eV
HOMO energy (alpha / beta): -10.358 / -10.752 eV

Atomic partial charges in e from the Mulliken method, atoms 1 to 99: atom 1 (C): -0.83, atom 2 (C): -0.10, atom 3 (O): -0.41, atom 4 (C): -0.59, atom 5 (N): 0.28, atom 6 (C): -0.21, atom 7 (C): -0.27, atom 8 (C): 0.25, atom 9 (C): -0.78, atom 10 (C): -0.38, atom 11 (C): -0.50, atom 12 (C): 0.59, atom 13 (C): -0.88, atom 14 (C): -0.14, atom 15 (C): -0.78, atom 16 (O): -0.35, atom 17 (C): -0.49, atom 18 (C): -1.21, atom 19 (I): 0.12, atom 20 (C): 0.74, atom 21 (C): -1.40, atom 22 (C): 0.00, atom 23 (P): 0.67, atom 24 (O): -0.68, atom 25 (H): 0.20, atom 26 (H): 0.24, atom 27 (H): 0.32, atom 28 (H): 0.10, atom 29 (H): 0.43, atom 30 (H): 0.29, atom 31 (H): 0.44, atom 32 (H): 0.41, atom 33 (H): 0.32, atom 34 (H): 0.21, atom 35 (H): 0.43, atom 36 (H): 0.28, atom 37 (H): 0.30, atom 38 (H): 0.35, atom 39 (H): 0.32, atom 40 (H): 0.26, atom 41 (H): 0.12, atom 42 (H): -0.07, atom 43 (H): 0.31, atom 44 (H): 0.38, atom 45 (H): 0.65, atom 46 (H): 0.54, atom 47 (H): 0.37, atom 48 (H): -0.52, atom 49 (H): 0.38, atom 50 (H): 0.41, atom 51 (H): 0.34, atom 52 (H): 0.47, atom 53 (H): -0.01, atom 54 (H): 0.07, atom 55 (C): -1.65, atom 56 (C): 1.89, atom 57 (C): -1.45, atom 58 (C): -0.45, atom 59 (C): -1.22, atom 60 (C): 1.78, atom 61 (N): 0.32, atom 62 (O): -0.56, atom 63 (C): -1.94, atom 64 (C): -1.84, atom 65 (C): -1.95, atom 66 (H): 0.33, atom 67 (H): 0.34, atom 68 (H): 0.47, atom 69 (H): 0.38, atom 70 (H): 0.40, atom 71 (H): 0.27, atom 72 (H): 0.39, atom 73 (H): 0.38, atom 74 (H): 0.36, atom 75 (H): 0.41, atom 76 (H): 0.44, atom 77 (H): 0.39, atom 78 (H): 0.35, atom 79 (H): 0.44, atom 80 (H): 0.44, atom 81 (H): 0.47, atom 82 (H): 0.46, atom 83 (H): 0.34, atom 84 (C): -1.63, atom 85 (C): 1.85, atom 86 (C): -1.54, atom 87 (C): -0.74, atom 88 (C): -0.46, atom 89 (C): 1.91, atom 90 (N): 0.35, atom 91 (O): -0.56, atom 92 (C): -2.07, atom 93 (C): -1.56, atom 94 (C): -1.85, atom 95 (H): 0.33, atom 96 (H): 0.34, atom 97 (H): 0.47, atom 98 (H): 0.39, atom 99 (H): 0.44

=====

One molecule with the formula C6H15Cl2NSi at a distorted geometry, computed with ωB97M-V/def2-TZVPD.

Geometry as XYZ:
```
25
Properties=species:S:1:pos:R:3
C -1.4513 0.9865 -2.5017
C -1.8729 -0.5552 1.4766
C 2.6875 0.5880 1.6311
C -1.2738 -0.2767 -1.6202
C -0.9307 0.4867 0.7879
C 1.9815 -0.6891 1.0642
N -0.5073 -0.1702 -0.3968
Si 1.2300 -0.5770 -0.6624
Cl 1.3569 -2.3265 -1.7343
Cl 2.3116 0.8211 -1.6742
H -1.8927 1.8926 -1.7959
H -0.5251 1.2755 -2.7874
H -2.2294 0.8921 -3.3377
H -1.3844 -1.5703 1.5325
H -1.8879 -0.2452 2.4894
H -2.7681 -0.7166 0.9914
H 3.6180 0.5456 1.3079
H 2.1061 1.4182 1.2150
H 2.6033 0.4505 2.7638
H -2.3693 -0.7215 -1.4682
H -0.9059 -1.0858 -2.2742
H -1.5106 1.3700 0.7858
H -0.1446 0.8074 1.3857
H 1.1579 -0.9633 1.8800
H 2.6012 -1.6365 0.9415
```

Summary:
LUMO energy: 0.7 eV
SMILES string: CCN(CC)[Si](Cl)(Cl)CC
electronic energy: -40879.7742 eV
HOMO-LUMO gap: 9.40 eV
HOMO energy: -8.670 eV

The Mulliken scheme yields these atomic charges, measured in e: atom 1 (C): -0.97, atom 2 (C): -1.27, atom 3 (C): -1.19, atom 4 (C): -0.76, atom 5 (C): -0.64, atom 6 (C): -0.48, atom 7 (N): 0.51, atom 8 (Si): 0.54, atom 9 (Cl): -0.29, atom 10 (Cl): -0.30, atom 11 (H): 0.19, atom 12 (H): 0.30, atom 13 (H): 0.35, atom 14 (H): 0.23, atom 15 (H): 0.44, atom 16 (H): 0.43, atom 17 (H): 0.46, atom 18 (H): 0.31, atom 19 (H): 0.27, atom 20 (H): 0.24, atom 21 (H): 0.33, atom 22 (H): 0.31, atom 23 (H): 0.38, atom 24 (H): 0.22, atom 25 (H): 0.38

=====

C30H43BaBrN2P2S as an isolated structure at a distorted geometry, computed with ωB97M-V/def2-TZVPD.

Geometry as XYZ:
```
80
Properties=species:S:1:pos:R:3
C 3.5842 1.3143 -6.4271
C 3.0054 1.9263 -5.3028
C 2.3329 3.1493 -5.4837
C 2.1268 3.6229 -6.7830
N 2.5927 2.9687 -7.8383
C 3.3326 1.8749 -7.6895
C 2.8834 1.2455 -4.0105
C 2.0068 0.6996 -3.3180
C 0.9446 0.1381 -2.5500
C 0.6162 -1.2334 -2.6208
C -0.2979 -1.7862 -1.7457
C -0.9631 -0.9608 -0.8248
C -0.6479 0.4158 -0.7507
C 0.2862 0.9680 -1.6102
Ba 3.3803 0.6568 -1.1354
P -2.2224 -1.5989 0.2761
H 1.8532 3.6382 -4.6298
H 4.1104 0.3616 -6.3396
H 1.5536 4.5369 -6.9481
H 3.7293 1.4045 -8.5866
H 0.5133 2.0566 -1.5671
H 1.1670 -1.8557 -3.3343
H -1.1061 1.0632 0.0004
H -0.4502 -2.8597 -1.7509
C -1.4577 -1.6738 1.9068
C -2.4334 -1.7533 3.0740
H -0.7814 -0.8032 1.9996
H -0.7749 -2.5498 1.8694
H -1.8977 -2.1353 3.9483
H -2.8226 -0.7649 3.3458
H -3.2487 -2.4507 2.8709
C -3.6490 -0.5360 0.0471
C -3.9734 -0.3139 -1.4443
H -3.4534 0.4305 0.5438
H -4.4995 -1.0071 0.5643
H -4.7901 0.4177 -1.5373
H -3.1012 0.0699 -1.9949
H -4.2990 -1.2456 -1.9281
C -2.5527 -3.2554 -0.2694
C -3.7679 -3.8776 0.4007
H -1.6384 -3.8296 -0.0571
H -2.6780 -3.2080 -1.3557
H -3.9824 -4.8358 -0.0806
H -3.5877 -4.0773 1.4640
H -4.6655 -3.2536 0.3081
Br 1.5194 -0.3537 1.0502
P -0.1840 3.6103 2.4860
C -1.7389 2.6298 2.2113
C -2.8736 3.0375 3.1646
H -1.4786 1.5687 2.3513
H -2.0494 2.7981 1.1681
H -3.8078 2.5313 2.8770
H -2.6475 2.7649 4.2064
H -3.0556 4.1226 3.1295
C 0.9236 2.4320 3.3493
C 1.8202 3.1424 4.3684
H 1.5000 1.8818 2.5899
H 0.2656 1.7159 3.8649
H 2.3940 2.4078 4.9399
H 2.5255 3.8285 3.8917
H 1.2204 3.7234 5.0758
C 0.4679 3.8821 0.8020
C 0.0075 5.2429 0.2603
H 0.1264 3.0577 0.1655
H 1.5635 3.8485 0.8870
H 0.5604 5.4999 -0.6492
H -1.0613 5.2482 0.0167
H 0.1779 6.0401 0.9934
S 3.1306 -2.9486 -0.5034
C 2.8184 -3.8439 0.8948
N 3.6700 -3.6665 1.9781
C 3.6931 -4.4817 3.0796
C 2.7996 -5.5403 3.1716
C 1.8262 -5.6856 2.1622
C 1.7976 -4.8170 1.0716
H 4.3773 -2.9346 1.8751
H 4.4567 -4.2409 3.8221
H 2.8500 -6.2312 4.0251
H 1.0979 -6.4937 2.2233
H 1.0304 -4.8703 0.2951
```

Summary:
charge: +2
LUMO energy: -6.8 eV
electronic energy: -134923.1191 eV
HOMO-LUMO gap: 5.12 eV
HOMO energy: -11.956 eV

The Mulliken scheme yields these atomic charges, measured in e: atom 1 (C): -0.35, atom 2 (C): 0.36, atom 3 (C): -0.40, atom 4 (C): -0.35, atom 5 (N): -0.52, atom 6 (C): -0.32, atom 7 (C): -0.82, atom 8 (C): -0.08, atom 9 (C): 0.32, atom 10 (C): -1.24, atom 11 (C): -0.61, atom 12 (C): -0.32, atom 13 (C): 1.05, atom 14 (C): -0.36, atom 15 (Ba): 1.58, atom 16 (P): 1.35, atom 17 (H): 0.38, atom 18 (H): 0.38, atom 19 (H): 0.37, atom 20 (H): 0.38, atom 21 (H): 0.49, atom 22 (H): 0.47, atom 23 (H): -0.06, atom 24 (H): 0.39, atom 25 (C): 0.62, atom 26 (C): -1.28, atom 27 (H): -0.64, atom 28 (H): 0.27, atom 29 (H): 0.45, atom 30 (H): 0.30, atom 31 (H): 0.28, atom 32 (C): -0.47, atom 33 (C): -1.23, atom 34 (H): 0.28, atom 35 (H): 0.67, atom 36 (H): 0.42, atom 37 (H): 0.27, atom 38 (H): 0.37, atom 39 (C): -0.43, atom 40 (C): -1.25, atom 41 (H): 0.16, atom 42 (H): 0.50, atom 43 (H): 0.40, atom 44 (H): 0.31, atom 45 (H): 0.33, atom 46 (Br): -0.80, atom 47 (P): -0.15, atom 48 (C): 0.84, atom 49 (C): -1.45, atom 50 (H): -0.76, atom 51 (H): 0.37, atom 52 (H): 0.38, atom 53 (H): 0.35, atom 54 (H): 0.40, atom 55 (C): 0.33, atom 56 (C): -1.40, atom 57 (H): -0.12, atom 58 (H): 0.28, atom 59 (H): 0.38, atom 60 (H): 0.33, atom 61 (H): 0.37, atom 62 (C): 1.07, atom 63 (C): -1.36, atom 64 (H): -1.14, atom 65 (H): 0.45, atom 66 (H): 0.39, atom 67 (H): 0.34, atom 68 (H): 0.40, atom 69 (S): -0.34, atom 70 (C): 0.22, atom 71 (N): -0.06, atom 72 (C): -0.21, atom 73 (C): -0.60, atom 74 (C): -0.28, atom 75 (C): -0.47, atom 76 (H): 0.22, atom 77 (H): 0.42, atom 78 (H): 0.38, atom 79 (H): 0.42, atom 80 (H): 0.40

=====

A 3-piece molecular cluster, C20H37N3O3 overall at a distorted geometry, computed with ωB97M-V/def2-TZVPD.

Geometry as XYZ:
```
63
Properties=species:S:1:pos:R:3
C -3.4145 -4.2204 2.3546
H -3.7782 -4.3927 3.4571
H -3.5801 -5.2658 1.8557
H -4.2892 -3.5377 1.8950
C -2.2287 -3.3362 2.1622
C -0.9468 -4.3281 2.7786
H -1.0962 -4.5477 3.8332
H -0.1617 -3.8992 2.7205
H -0.9857 -5.3327 2.1303
C -1.8250 -3.2250 0.7077
H -2.6111 -2.8935 0.1042
H -1.7678 -4.2504 -0.0310
C -0.6255 -2.2721 0.4458
N -0.5741 -1.2717 1.0901
C 0.3981 -0.4292 1.3684
O 1.7810 -0.8660 1.2001
C 0.2932 0.9976 2.1941
C -0.2669 1.8969 1.1072
C -0.6582 3.1054 1.7750
C -1.3170 3.0572 2.9951
C -1.6669 4.5233 3.5669
H -0.4610 4.7921 3.8851
H -2.0129 5.0715 2.9230
H -2.0706 4.3462 4.5146
C -1.0493 2.0133 3.8204
C -0.6927 0.7091 3.3870
H -1.6191 0.5324 3.1190
H -0.2559 -0.1008 4.0061
H -1.3239 2.0617 4.8413
H 0.2027 2.5056 4.3771
H -2.4764 2.6529 2.6385
H -1.0899 3.9708 0.9604
H 0.4306 3.5693 2.0533
H -1.3285 1.6167 0.7555
H 0.3170 2.0150 0.2136
H 1.2264 1.0353 2.3838
H -1.6684 -0.7316 1.1187
H 0.5885 -3.0622 0.8913
C -0.3074 -2.2327 -1.1173
O -1.0999 -2.3657 -2.0097
N 1.0598 -1.8473 -1.2232
H 1.8474 -1.7825 -0.6506
C 1.4113 -1.2875 -2.7282
H 0.6138 -1.4945 -3.3611
H 2.2646 -1.8109 -3.1099
C 1.4288 0.2007 -2.4631
N 2.2224 0.7549 -3.6491
C 2.7042 2.1260 -3.3885
H 1.7816 2.6830 -3.4720
C 3.6418 2.4058 -4.8946
O 2.7219 2.3631 -5.9740
C 2.2012 1.0761 -6.1776
C 1.2278 0.5739 -4.8804
H 0.5937 1.3655 -4.7669
H 1.1130 -0.3490 -4.9934
H 3.2472 0.2506 -6.2125
H 1.6194 1.2387 -7.1041
H 4.4912 1.7715 -4.9213
H 3.8946 3.3698 -4.6743
H 3.5457 1.9500 -2.4292
H 2.0035 0.4860 -1.6856
H 0.5728 0.6257 -2.4087
H -2.1959 -2.5803 2.6959
```

Summary:
LUMO energy: 0.3 eV
electronic energy: -31932.5234 eV
HOMO-LUMO gap: 8.54 eV
HOMO energy: -8.263 eV

The Mulliken scheme yields these atomic charges, measured in e: atom 1 (C): -1.33, atom 2 (H): 0.31, atom 3 (H): 0.24, atom 4 (H): 0.28, atom 5 (C): 0.07, atom 6 (C): -1.56, atom 7 (H): 0.42, atom 8 (H): 0.60, atom 9 (H): 0.24, atom 10 (C): -1.25, atom 11 (H): 0.50, atom 12 (H): 0.37, atom 13 (C): -0.57, atom 14 (N): 0.78, atom 15 (C): -0.06, atom 16 (O): -0.77, atom 17 (C): -0.25, atom 18 (C): -0.59, atom 19 (C): -0.67, atom 20 (C): 1.09, atom 21 (C): -1.76, atom 22 (H): 0.29, atom 23 (H): 0.64, atom 24 (H): 0.39, atom 25 (C): -1.08, atom 26 (C): -0.87, atom 27 (H): 0.28, atom 28 (H): 0.46, atom 29 (H): 0.49, atom 30 (H): 0.23, atom 31 (H): 0.15, atom 32 (H): 0.15, atom 33 (H): 0.23, atom 34 (H): 0.25, atom 35 (H): 0.35, atom 36 (H): 0.40, atom 37 (H): 0.47, atom 38 (H): 0.33, atom 39 (C): 0.26, atom 40 (O): -0.67, atom 41 (N): -0.26, atom 42 (H): 0.33, atom 43 (C): -1.19, atom 44 (H): 0.53, atom 45 (H): 0.33, atom 46 (C): -0.93, atom 47 (N): -0.16, atom 48 (C): -0.57, atom 49 (H): 0.43, atom 50 (C): -0.72, atom 51 (O): -0.39, atom 52 (C): -0.48, atom 53 (C): -0.96, atom 54 (H): 0.50, atom 55 (H): 0.59, atom 56 (H): 0.26, atom 57 (H): 0.32, atom 58 (H): 0.36, atom 59 (H): 0.51, atom 60 (H): 0.29, atom 61 (H): 0.67, atom 62 (H): 0.60, atom 63 (H): 1.07

=====

A 4-piece molecular cluster, C2H13NO4 overall at a distorted geometry, computed with ωB97M-V/def2-TZVPD.

Geometry as XYZ:
```
20
Properties=species:S:1:pos:R:3
C -1.8662 -0.0259 -0.0311
N -1.3547 1.1322 -0.9136
C -0.0613 1.0047 -1.3750
O 1.0563 1.7808 -0.7260
H -1.0344 -0.7473 0.2396
H -2.5280 -0.7255 -0.6102
H -2.5659 0.3156 0.8213
H -1.9037 1.9825 -0.7324
H 0.3497 0.0297 -1.3746
H -0.0535 1.3448 -2.4809
H 0.6928 2.6019 -0.6765
H 1.5270 -2.1006 1.9717
H 0.6250 -1.2604 1.0757
O 0.9840 -1.3081 1.9377
H 2.1568 2.0577 2.2422
H 1.7444 0.6099 2.2743
O 1.4513 1.4246 2.6412
H -0.0167 -2.1965 -1.8741
H 0.6776 -3.3755 -1.3686
O 0.1193 -2.5445 -1.0408
```

Summary:
LUMO energy: 0.3 eV
SMILES string: CNCO.O.O.O
electronic energy: -11962.9538 eV
HOMO-LUMO gap: 9.15 eV
HOMO energy: -8.890 eV

The Mulliken scheme yields these atomic charges, measured in e: atom 1 (C): -0.42, atom 2 (N): -0.18, atom 3 (C): -0.18, atom 4 (O): -0.52, atom 5 (H): -0.18, atom 6 (H): 0.26, atom 7 (H): 0.26, atom 8 (H): 0.22, atom 9 (H): 0.12, atom 10 (H): 0.29, atom 11 (H): 0.25, atom 12 (H): 0.30, atom 13 (H): 0.40, atom 14 (O): -0.67, atom 15 (H): 0.32, atom 16 (H): 0.30, atom 17 (O): -0.61, atom 18 (H): 0.29, atom 19 (H): 0.30, atom 20 (O): -0.55

=====

> electronic energy of number 4 (C20H37N3O3)?

-31932.5234 eV